(1)
{"formula": "C5H7FN", "method": "ωB97M-V/def2-TZVPD", "total_charge": 1, "homo_energy_ev": -14.7, "de_lowest_ev": 2.699, "elements": ["C", "C", "C", "C", "C", "N", "F", "H", "H", "H", "H", "H", "H", "H"], "coordinates": [[-1.3789, 1.3827, 0.0174], [-2.5761, 1.2531, 0.2560], [0.6313, -0.0123, 1.0952], [0.5664, -0.1434, -1.0771], [0.2055, 1.0352, -0.0365], [0.7517, -1.2416, 0.1123], [1.1792, 2.0373, -0.2581], [0.2179, -2.0192, 0.3221], [1.6103, 0.4064, 1.4040], [-0.0808, -0.0433, 1.9036], [-0.2027, -0.5679, -1.7087], [1.5195, 0.1112, -1.4316], [1.7103, -1.7122, 0.2747], [-3.5708, 1.3473, 0.0466]]}


(2)
{"formula": "C5H7FN", "method": "ωB97M-V/def2-TZVPD", "total_charge": 1, "homo_energy_ev": -14.0, "de_lowest_ev": 6.317, "elements": ["C", "C", "C", "C", "C", "N", "F", "H", "H", "H", "H", "H", "H", "H"], "coordinates": [[-3.2968, 0.9768, -0.4307], [-3.1141, 0.2102, 0.4749], [1.5707, -0.1555, -0.9401], [0.7565, -0.1070, 0.9629], [0.6721, -0.9769, -0.1045], [1.6914, 0.7649, 0.2865], [0.0871, -2.1630, -0.5594], [-2.9477, 1.8655, -1.1839], [2.5013, -0.7216, -0.9815], [1.5906, 0.0677, -2.0098], [-0.1858, 0.4242, 1.3685], [1.2808, -0.4687, 1.8650], [2.6869, 0.9771, 0.4973], [-3.2931, -0.6936, 0.7548]]}